1.
DFT (the ωB97M-V functional and the def2-TZVPD basis) results for a structure of composition C18H33Cl11CrO15.

Last column: Mulliken spin population.
Atoms and positions in Å:
Cr -14.18730 19.37234 11.48154  3.996
Cl -13.31165 15.25550 16.74634  0.000
Cl -9.24733 20.40163 11.53481  0.000
Cl -13.28868 13.69519 13.16158  0.000
Cl -15.47647 20.73161 9.88804  -0.016
Cl -13.01153 17.92444 13.12965  0.011
Cl -9.18666 20.22704 14.43230  0.000
Cl -12.50368 13.91829 10.27690  0.000
Cl -15.89336 16.48607 17.29848  0.000
Cl -13.33890 18.05633 17.49121  0.000
Cl -8.20931 17.90620 12.73351  0.000
Cl -10.43957 13.88537 12.28417  0.000
O -17.53188 20.50010 14.24946  0.003
O -10.28536 17.46455 15.79175  0.002
O -16.00437 15.56725 10.77754  0.004
O -17.44909 18.33322 14.02684  0.003
O -14.94438 17.59415 10.53313  -0.046
O -10.73154 18.96519 8.46444  0.002
O -15.59616 16.23174 8.77380  0.002
O -11.19432 17.33742 9.94148  0.001
O -11.94846 22.06971 14.11442  0.003
O -11.86958 22.95487 12.09849  0.003
O -9.00330 16.40431 17.42213  0.000
O -15.93293 19.53241 12.82647  0.017
O -10.06635 18.48603 17.69076  0.000
O -13.14047 21.08970 12.40932  -0.048
O -12.39257 19.28889 10.03856  -0.001
C -12.25188 21.10574 15.03475  0.004
C -11.52949 18.58540 9.50567  0.022
C -9.77811 18.64819 19.03736  0.000
C -16.88642 19.49081 13.58593  0.013
C -9.34736 19.29871 12.92287  -0.003
C -10.08326 16.60787 9.37601  0.000
C -12.01335 23.01825 10.66343  -0.004
C -9.65219 17.34518 16.97849  0.000
C -16.46704 14.35877 10.17389  0.000
C -17.11971 17.15146 13.34309  0.000
C -10.37985 16.27318 15.04992  -0.004
C -12.43582 21.99174 12.85712  0.011
C -15.20382 17.07307 7.73417  0.000
C -11.14327 19.97550 7.48644  0.000
C -17.02623 21.80080 14.07207  -0.001
C -12.11224 14.35925 11.94897  -0.004
C -15.42106 16.55025 10.09688  0.011
C -14.21375 16.73325 16.63030  -0.004
H -11.08049 15.55017 15.46761  0.000
H -11.37004 20.94592 7.92797  0.000
H -11.13108 22.72559 10.09417  0.000
H -15.19876 16.51206 6.79964  0.000
H -17.36913 17.19504 12.28291  0.000
H -10.15591 17.81027 19.62324  0.000
H -12.29855 24.01060 10.31413  0.000
H -9.19453 17.22667 9.49988  0.000
H -12.15466 15.44738 11.99664  0.004
H -8.69336 18.66377 19.14312  0.000
H -15.79694 14.14001 9.34250  0.000
H -16.33055 13.55460 10.89692  0.000
H -17.73845 16.27593 13.53984  0.000
H -15.66527 18.05977 7.77399  0.000
H -9.41988 15.75692 15.04511  0.000
H -11.88802 20.12576 14.72599  -0.002
H -10.37616 20.05911 6.71661  0.000
H -11.85593 21.37931 16.01274  0.001
H -10.39280 18.99213 12.95708  0.003
H -10.66791 16.42241 14.00931  0.004
H -12.84499 22.42826 10.27822  0.004
H -16.97766 21.98183 12.99830  0.000
H -16.10895 21.91950 14.64877  0.000
H -14.13255 17.16734 7.91194  0.000
H -17.80261 22.40193 14.54533  0.000
H -16.07073 16.86485 13.41798  0.003
H -10.31605 16.38088 8.33563  0.000
H -12.08118 19.63463 7.04800  0.000
H -14.29649 16.96323 15.56805  0.006
H -10.24239 19.56022 19.41252  0.000
H -17.53068 14.41841 9.94317  0.000
H -13.34033 21.11083 15.09273  -0.001
H -9.94525 15.65285 9.88295  0.000

Cartesian forces (eV/Å) of the 6 atoms listed first:
0.10 0.24 -0.06
0.13 -0.52 0.22
0.21 -0.18 -0.02
0.83 0.35 -0.91
0.53 -0.37 0.41
-0.15 0.16 -0.30

Computed properties:
⟨S²⟩ ... 6.0099
Charge ... 0
Gap between HOMO and LUMO (spin up / spin down) ... 8.1 / 9.2 eV
Multiplicity ... 5

---

2.
DFT (the ωB97M-V functional and the def2-TZVPD basis) results for a cluster of 2 separate species, C4H10N3 in total.

Last column: natural (NBO) charge in e.
Atoms and positions in Å:
N 0.98249 0.58169 0.70021  -0.558
N -1.08118 0.14415 1.27308  -0.357
N -1.16743 1.34127 0.49018  -0.438
C -0.40535 -1.66081 -1.16226  -0.432
C 0.22335 1.66793 0.16761  -0.075
C 0.10065 -0.37846 1.19531  0.379
C 0.80704 -1.35267 -1.61788  -0.362
H 0.39026 1.67393 -0.96119  0.216
H -1.34317 -1.09296 -1.16412  0.213
H 0.60143 2.65187 0.76013  0.209
H 1.97372 0.49171 0.48040  0.455
H -1.98721 -0.05297 1.59019  0.458
H -0.54907 -2.61407 -0.68183  0.199
H -1.42868 2.23257 0.98633  0.403
H 0.23320 -1.41058 1.59842  0.288
H 1.67860 -1.94275 -1.55503  0.215
H 0.97132 -0.27985 -2.09957  0.186

Cartesian forces (eV/Å) of the 6 atoms listed first:
-1.14 -3.09 1.52
0.38 2.53 -1.07
0.55 1.94 0.13
0.10 -0.66 0.11
1.71 2.24 -0.64
1.50 0.96 0.39

Computed properties:
Charge ... +1
Gap between HOMO and LUMO ... 9.8 eV

---

3.
DFT (the ωB97M-V functional and the def2-TZVPD basis) results for the molecule C3H6N4O.

Last column: natural (NBO) charge in e.
Atoms and positions in Å:
O 2.04133 0.09647 -0.50740  -0.212
N -1.33082 -1.29607 -0.08304  -0.313
N -2.38054 -0.14365 -0.04210  -0.682
N 0.52274 0.30076 -0.44465  -0.176
N 2.31937 -1.10892 0.06156  -0.043
C -0.13378 -0.85842 -0.19851  0.280
C 0.50454 1.73502 0.29912  -0.436
C 1.05023 -1.75968 0.11442  -0.044
H -3.27813 -0.58624 -0.14122  0.358
H 1.17525 -2.64823 0.68129  0.222
H -2.26050 0.35300 -1.08718  0.329
H 1.49350 2.33390 -0.30779  0.255
H -0.53090 2.26228 0.32566  0.246
H 0.80772 1.31980 1.32983  0.218

Cartesian forces (eV/Å) of the 6 atoms listed first:
-2.22 -0.17 0.80
-1.75 2.30 0.25
2.96 0.47 -3.88
1.35 4.42 -1.00
-6.68 -2.20 -1.05
2.41 -1.99 1.42

Computed properties:
Structure (SMILES) ... Cn1onc/c1=N/N
Charge ... 0
Gap between HOMO and LUMO ... 8.9 eV

---

Energy above the lowest of the compared OMol25 structures with the same formula, charge and spin, respectively: 0.000; 4.123; 7.987 eV.
E, respectively: -7940.92595; -322.30906; -411.91542 a.u..